Record 1
ORCA calculation (ωB97M-V/def2-TZVPD) on C20H37IrN7OS2Si as an isolated structure.

The expectation value of S² is 0.79. Its HOMO energy (spin up / spin down) is -14.2 / -14.1 eV. Its frontier orbital gap (spin up / spin down) is 6.9 / 5.4 eV. Its energy above the lowest of the compared OMol25 structures with the same formula, charge and spin is 6.4 kcal per mole. Its energy is -2432.4984 Eh.

Structure (ORCA input):
```
! wB97M-V def2-TZVPD RIJCOSX def2/J DEFGRID3
* xyz 2 2
Ir -0.84324 -0.33014 0.36996
C -2.26591 -0.26491 3.81235
C -2.49327 0.84032 2.83198
C -3.31628 1.92358 3.12441
C -3.49691 2.93853 2.19911
C -2.86752 2.90053 0.95839
C -2.04442 1.82239 0.72010
N -1.87296 0.84062 1.64556
N -1.31193 1.42042 -0.38934
Si -0.96933 2.46140 -1.83001
C 0.10122 1.47487 -2.98033
C -2.55869 2.89853 -2.67513
C -0.07660 3.94713 -1.14607
H -1.67536 0.10192 4.65528
H -1.75714 -1.10985 3.35759
H -3.21705 -0.60779 4.21733
H -3.80921 1.95622 4.08567
H -4.14789 3.76870 2.43944
H -3.01936 3.66742 0.21432
H -0.44972 0.63808 -3.41520
H 1.01290 1.09587 -2.51821
H 0.40375 2.12291 -3.80607
H -3.07848 2.00831 -3.03437
H -2.31785 3.51258 -3.54710
H -3.25467 3.47079 -2.06243
H 0.68292 3.67236 -0.41023
H -0.75906 4.65229 -0.66874
H 0.42851 4.47943 -1.95491
C -0.02013 -2.21548 -5.07607
C -0.62247 -2.13898 -3.67855
S 0.67571 -1.84001 -2.46728
O -0.06468 -1.47204 -1.17997
C 1.25519 -3.51755 -2.16050
C 0.23539 -4.44561 -1.51780
H -0.80640 -2.44960 -5.79140
H 0.73278 -3.00068 -5.15337
H 0.43887 -1.27132 -5.36646
H -1.15583 -3.04597 -3.39758
H -1.29992 -1.29235 -3.56191
H 2.14577 -3.38708 -1.54268
H 1.59827 -3.86709 -3.13791
H -0.33004 -3.93457 -0.73830
H 0.75758 -5.28601 -1.06336
H -0.46443 -4.85302 -2.24465
C 1.96700 0.50455 0.20463
N 3.26925 0.63129 0.78218
C 3.20496 1.49912 1.96268
N 2.31354 0.92443 2.97181
C 0.99135 0.80257 2.43509
N 0.98081 -0.10684 1.20646
C 1.56265 -1.45658 1.64639
N 2.87492 -1.28555 2.18857
C 3.76015 -0.68992 1.18527
C 2.81404 -0.39931 3.35597
H 1.99708 -0.14964 -0.66389
H 1.56894 1.47880 -0.07698
H 2.84108 2.48539 1.67086
H 4.20297 1.60547 2.38345
H 0.60744 1.77421 2.12416
H 0.32694 0.35361 3.16957
H 1.57659 -2.09850 0.76640
H 0.88377 -1.87080 2.38976
H 3.81767 -1.34085 0.31127
H 4.75787 -0.58487 1.60728
H 3.81247 -0.29458 3.77611
H 2.15912 -0.83460 4.11157
S -2.92759 -4.21897 1.84154
C -2.06821 -2.97557 1.42008
N -1.39691 -2.03805 1.11421
*
```



Record 2
ORCA calculation (ωB97M-V/def2-TZVPD) on C20H37NO5S2SiTi as an isolated structure.

The expectation value of S² is 0.76. Its HOMO energy (spin up / spin down) is -18.8 / -18.9 eV. Its frontier orbital gap (spin up / spin down) is 7.7 / 6.6 eV. Its energy is -3149.6895 Eh.

Structure (ORCA input):
```
! wB97M-V def2-TZVPD RIJCOSX def2/J DEFGRID3
* xyz 3 2
Ti -1.35890 0.75752 -0.05394
C 0.00979 2.80131 0.06703
C 1.18839 1.86786 -0.24866
C 2.35329 2.10305 0.67884
C 1.53872 1.94084 -1.71998
O 0.62787 0.48432 0.09352
Si 1.30800 -1.07789 -0.19222
S -0.73098 -2.06798 -0.60394
O 2.12333 -0.99553 -1.53124
C 3.06608 -2.01359 -2.14549
C 2.38097 -3.36657 -2.07449
C 3.25901 -1.54268 -3.56856
C 4.35293 -1.97551 -1.34536
O 1.81205 -1.78659 1.08678
C 1.81292 -2.26820 2.49654
C 2.51398 -3.60956 2.46707
C 0.36653 -2.38327 2.93268
C 2.57441 -1.23339 3.29759
H 0.36440 3.82340 -0.07850
H -0.33144 2.75470 1.10867
H -0.81566 2.80107 -0.67805
H 2.77099 3.09594 0.50764
H 3.14181 1.37446 0.47813
H 2.05005 2.02807 1.72378
H 1.79428 2.97107 -1.97012
H 0.70071 1.63185 -2.34932
H 2.39506 1.31668 -1.95398
H 1.43292 -3.35412 -2.61795
H 2.21405 -3.67162 -1.03389
H 3.01464 -4.12594 -2.53134
H 2.31056 -1.50891 -4.10575
H 3.91949 -2.23820 -4.08674
H 3.72251 -0.55605 -3.59765
H 4.19056 -2.29471 -0.31345
H 4.78121 -0.97189 -1.35146
H 5.07831 -2.65078 -1.79938
H 1.97467 -4.32461 1.84358
H 2.56693 -4.01251 3.47895
H 3.53227 -3.50454 2.09251
H -0.17068 -3.10646 2.31360
H -0.12217 -1.40626 2.87948
H 0.32088 -2.73259 3.96383
H 3.59322 -1.12991 2.92347
H 2.62730 -1.54638 4.34057
H 2.07656 -0.26081 3.25781
C -5.10585 3.09843 -2.99944
C -4.73031 2.41601 -1.72035
C -3.71395 2.91697 -0.89731
C -3.37165 2.29038 0.30342
C -4.08390 1.13264 0.68105
C -5.09261 0.62160 -0.10927
C -5.41600 1.27500 -1.29449
S -3.47741 0.18688 2.05065
C -3.55387 1.24740 3.46788
O -1.91659 0.28703 1.64729
H -4.52450 4.00013 -3.17565
H -6.16336 3.36671 -2.98953
H -4.97083 2.42591 -3.84911
H -3.22930 3.84759 -1.17387
H -2.74904 2.81262 1.02309
H -5.61695 -0.28176 0.18214
H -6.21862 0.88383 -1.90920
H -3.17925 2.24045 3.23001
H -2.96346 0.76563 4.24969
H -4.60095 1.29082 3.78115
O -2.45372 -0.20334 -1.20428
N -1.19970 -0.65603 -1.37446
*
```



Record 3
ORCA calculation (ωB97M-V/def2-TZVPD) on C20H38BrGeIrN2O as an isolated structure.

Its HOMO energy is -7.0 eV. Its frontier orbital gap is 7.2 eV. Its energy above the lowest of the compared OMol25 structures with the same formula, charge and spin is 14.5 kcal per mole. Its energy is -5724.8300 Eh.

Structure (ORCA input):
```
! wB97M-V def2-TZVPD RIJCOSX def2/J DEFGRID3
* xyz 0 1
Ir 0.45398 0.88537 -0.38992
C -5.39750 1.07892 3.42235
C -4.43273 1.99754 4.18388
C -5.07840 3.37860 4.29734
C -4.21988 1.44855 5.60100
C -3.09642 2.04493 3.44415
C -2.36944 0.87998 3.26411
C -1.18623 0.90588 2.55456
Br -0.22387 -0.73716 2.40432
C -0.66595 2.06680 1.96305
O 0.45011 2.04466 1.22376
C -1.34685 3.27739 2.23852
C -2.54413 3.22117 2.94227
C -0.75287 4.62687 1.81260
C 0.61525 4.80317 2.49131
C -0.58268 4.70953 0.29225
C -1.63529 5.80248 2.23792
H -6.35948 1.02742 3.93754
H -5.00409 0.06470 3.34208
H -5.56682 1.45296 2.41073
H -6.02916 3.29393 4.82648
H -5.28053 3.80966 3.31488
H -4.44916 4.07487 4.85488
H -5.17003 1.40604 6.13821
H -3.53496 2.08630 6.16243
H -3.80016 0.44213 5.58207
H -2.71779 -0.06390 3.66338
H -3.07034 4.14488 3.11810
H 1.30287 4.01948 2.18331
H 0.51000 4.76964 3.57791
H 1.03939 5.77368 2.22166
H 0.06291 3.91502 -0.06794
H -0.12970 5.66815 0.02639
H -1.55140 4.64745 -0.21066
H -1.78292 5.83461 3.31930
H -2.61412 5.77359 1.75452
H -1.14857 6.73437 1.94467
N 0.47693 -0.95953 -1.38312
C 1.79428 -1.54573 -1.70321
C 2.52958 -1.85885 -0.40828
N 2.72478 -0.61015 0.36335
H -0.04986 -1.57168 -0.76152
H -0.08978 -0.83747 -2.21550
H 2.34033 -0.80717 -2.29020
H 1.70933 -2.45832 -2.30257
H 3.45636 -2.40024 -0.62410
H 1.91247 -2.52303 0.20475
H 3.40029 -0.00174 -0.08254
H 3.04911 -0.81507 1.30008
C -2.92219 2.50276 -3.52740
Ge -2.27862 1.33231 -2.08398
C -3.43627 1.48125 -0.51819
C -2.36968 -0.53772 -2.69847
C -0.42835 1.84140 -1.63443
H -3.97475 2.30588 -3.73892
H -2.35380 2.35408 -4.44561
H -2.82336 3.54784 -3.23149
H -4.41163 1.03663 -0.72539
H -3.58343 2.52532 -0.24186
H -2.98382 0.96708 0.32942
H -3.39197 -0.73593 -3.02403
H -2.15196 -1.20086 -1.85995
H -1.71774 -0.76077 -3.54459
H -0.00563 2.73800 -2.10631
*
```



Record 4
ORCA calculation (ωB97M-V/def2-TZVPD) on C20H38Cl15GaIO2 as an isolated structure at a distorted geometry.

Its HOMO energy is -4.3 eV. Its frontier orbital gap is 5.9 eV. Its energy is -10060.6673 Eh.

Structure (ORCA input):
```
! wB97M-V def2-TZVPD RIJCOSX def2/J DEFGRID3
* xyz -1 1
C -6.35547 -0.19503 1.15649
C -5.52925 -1.37031 0.59900
C -5.26717 -1.22086 -0.92652
Ga -3.55823 -0.07874 -1.20192
O -2.20519 -0.93835 -0.19465
C -3.96855 1.80366 -0.49070
C -2.87243 2.82223 -0.85567
C -2.81562 3.98571 0.15813
I -3.68694 5.81950 -0.60130
C -3.19353 -0.02154 -3.21398
C -2.28315 -1.14936 -3.72550
C -0.78663 -0.78914 -3.75640
C -0.50014 0.63653 -4.21586
C 0.98748 0.89846 -4.62539
C 1.99230 -0.16877 -4.17813
C 2.21420 -0.28082 -2.65879
C 3.44215 0.48894 -2.18090
O 3.87467 0.03521 -0.90612
C 3.52772 0.94515 0.12313
H -5.76034 0.42393 1.82428
H -7.20296 -0.56239 1.74053
H -6.76064 0.42384 0.35863
H -5.98942 -2.32471 0.83539
H -4.55098 -1.30650 1.07966
H -5.16221 -2.19406 -1.40974
H -6.09617 -0.64933 -1.34937
H -2.41268 -1.88580 -0.24923
H -4.93220 2.12674 -0.88744
H -4.08948 1.77051 0.59436
H -3.16864 3.27862 -1.79603
H -1.88638 2.36770 -0.91809
H -3.36841 3.76104 1.06116
H -1.80001 4.24950 0.44349
H -2.84986 0.97586 -3.49055
H -4.16950 -0.13685 -3.69215
H -2.61093 -1.55488 -4.68720
H -2.37813 -1.98736 -3.02775
H -0.35054 -1.02980 -2.79062
H -0.30801 -1.46682 -4.46921
H -1.13170 0.87152 -5.07286
H -0.81262 1.31498 -3.42427
H 1.31070 1.88935 -4.30837
H 1.00873 0.91872 -5.71749
H 1.74324 -1.13998 -4.58923
H 2.96108 0.10050 -4.61135
H 1.33205 0.01433 -2.09317
H 2.38388 -1.33391 -2.42980
H 3.20443 1.55559 -2.18970
H 4.24620 0.30746 -2.89616
H 2.54406 1.34353 -0.11712
H 4.24251 1.76426 0.23768
H 3.42843 0.39744 1.05917
C 5.14553 -1.76236 3.17524
Cl 5.85924 -2.79389 4.41810
Cl 3.79696 -0.83324 3.83345
Cl 6.36181 -0.68643 2.48456
H 4.76459 -2.39550 2.38467
C 3.08716 -1.56494 7.57799
Cl 2.14744 -0.55321 8.67803
Cl 4.55971 -2.13983 8.36531
Cl 2.12170 -2.92145 6.99786
H 3.37303 -0.96372 6.72483
C -3.82929 -3.42576 3.55391
Cl -5.31886 -4.05273 2.84252
Cl -2.48239 -3.57494 2.42696
Cl -4.03594 -1.74928 4.06417
H -3.60289 -4.01610 4.43111
C 0.78357 4.54502 -2.19131
Cl 0.79696 3.06236 -1.24249
Cl 2.42799 5.01122 -2.65198
Cl -0.22036 4.31902 -3.61533
H 0.36410 5.33850 -1.58684
C 10.14478 -2.57947 5.58669
Cl 11.68635 -1.75302 5.33154
Cl 9.63193 -2.43460 7.27054
Cl 8.90285 -1.95985 4.50201
H 10.28886 -3.62934 5.36987
*
```